No. 1
{
  "formula": "C13H26NO4P2Pt",
  "method": "wB97M-V/def2-TZVPD",
  "elements": ["O", "H", "O", "C", "H", "H", "H", "P", "H", "O", "H", "C", "C", "C", "H", "H", "H", "O", "H", "H", "N", "C", "C", "H", "H", "C", "H", "C", "C", "H", "H", "C", "H", "H", "H", "H", "C", "H", "H", "H", "P", "C", "C", "Pt", "H", "H", "H"],
  "xyz": [[-1.43227, -2.74474, -3.62633], [3.07018, -1.54054, 2.53867], [1.19967, 2.14227, 1.86532], [-0.19454, 2.25929, 3.84696], [3.01515, 1.50434, 0.05391], [-0.31689, -2.89781, 1.64056], [-2.89112, 1.32615, -1.29934], [2.25400, -0.72407, 0.43717], [1.91026, -2.44234, -1.26226], [-0.40389, -3.30346, 0.77938], [0.23425, -4.04409, 0.73173], [2.67591, 0.71145, -0.63148], [0.51781, 2.27772, -3.34520], [-0.73482, 1.77500, -2.99658], [-3.07485, 1.01756, 2.27341], [-1.64801, 1.93282, -3.56187], [2.80983, -3.07858, 0.19112], [-0.49831, 1.18803, 2.92315], [-2.67610, -0.21511, -2.13269], [0.61739, 2.91795, -4.21751], [0.25201, 0.83210, -1.12371], [-0.87144, 1.02969, -1.84081], [2.69611, -2.23240, -0.51375], [4.40323, -0.71768, 1.64087], [-4.14045, -1.64010, -0.09682], [1.65037, 1.98923, -2.59684], [3.52391, 0.45143, -1.27800], [3.33290, -0.66942, 1.91381], [0.34282, 1.26642, 1.83786], [-1.97256, -3.33473, -3.06312], [-2.56449, 2.08486, 0.91334], [1.50890, 1.17270, -1.48391], [0.88615, 2.25155, 4.06238], [-3.50240, -1.85511, 1.56193], [-2.66338, -2.62846, 0.19596], [-0.70537, -2.41296, -3.05697], [-3.06598, 1.14047, 1.17973], [-4.09492, 1.16468, 0.78303], [-0.76964, 2.06609, 4.76276], [3.65492, -2.08015, -1.04316], [-2.20589, -0.24624, 0.33272], [-3.22810, -1.74007, 0.50486], [-2.21532, 0.48224, -1.43330], [0.01138, -0.25367, 0.56491], [-0.49135, 3.21470, 3.37672], [2.66506, 2.34060, -2.77471], [3.12986, 0.26239, 2.46611]],
  "forces_ev_per_angstrom": [[0.18, 0.44, 1.06], [0.17, 0.36, -0.18], [0.54, -0.16, -1.08], [-0.15, 0.85, 1.23], [-0.15, 0.14, -0.21], [0.08, -0.33, 0.60], [-0.23, 0.34, -0.54], [1.47, -1.51, -0.11], [0.36, -0.03, 0.42], [0.46, -0.16, -0.73], [-0.53, 0.39, 0.24], [-0.30, -0.03, -0.72], [0.19, 0.67, -0.82], [0.29, 1.26, -1.91], [-0.05, 0.00, -0.46], [0.32, 0.28, -0.38], [-0.15, 0.40, -0.40], [1.80, 0.24, -2.29], [0.23, 0.05, -0.55], [-0.07, -0.11, 0.03], [-0.12, -0.62, -0.29], [0.08, -1.09, 1.29], [0.03, 0.22, -0.06], [-0.47, -0.02, 0.01], [0.09, -0.03, 0.18], [0.18, 0.76, -1.30], [-0.04, 0.29, -0.03], [-0.30, 0.20, -0.12], [-2.35, 0.44, 3.77], [0.48, 0.27, -0.46], [-0.14, -0.30, 0.19], [-0.83, -0.84, 1.91], [-0.50, 0.07, 0.13], [0.06, 0.14, -0.19], [-0.11, 0.27, 0.03], [-0.66, -0.69, -0.49], [-0.01, -0.20, -0.03], [0.24, 0.01, 0.27], [0.21, 0.10, -0.44], [-0.30, -0.08, 0.29], [-2.14, 0.38, -0.70], [0.03, 0.05, -0.40], [0.71, -0.36, 1.61], [1.44, -1.56, 1.88], [0.13, -0.40, 0.41], [-0.33, 0.27, -0.58], [0.17, -0.40, -0.09]],
  "largest_force_ha_per_bohr": 0.0868,
  "lumo_ev": [-10.81, -15.25],
  "relative_energy_kj_mol": 35.6,
  "spin_multiplicity": 5,
  "total_charge": 3
}

---

No. 2
{
  "formula": "C4H7CuO",
  "method": "wB97M-V/def2-TZVPD",
  "elements": ["C", "C", "H", "H", "H", "H", "C", "H", "O", "H", "C", "Cu", "H"],
  "xyz": [[-0.17108, 0.42914, -0.37322], [0.01461, -0.90568, -0.96798], [-0.99999, 1.62419, 1.24196], [0.28589, 1.26588, -0.90676], [-1.69106, -0.11329, 1.07515], [0.55876, 0.21999, 2.47145], [-0.84578, 0.58033, 0.94872], [-0.87658, -1.56163, -0.86047], [0.49472, -0.94823, -2.17096], [0.58996, -1.25353, 0.51658], [0.46877, -0.03023, 1.40618], [0.61720, 0.75516, -3.66647], [1.55458, -0.06210, 1.28581]],
  "forces_ev_per_angstrom": [[-0.73, -0.04, -0.58], [-2.38, 2.55, -2.06], [0.00, -0.46, 0.13], [0.01, -0.04, 0.41], [0.33, 0.46, 0.37], [-0.52, -0.91, 0.69], [0.92, -0.49, -3.20], [0.80, -0.37, 0.75], [0.63, 0.70, 0.00], [-0.69, 1.33, 2.78], [1.69, -2.95, 1.34], [0.05, -1.29, 1.05], [-0.10, 1.50, -1.68]],
  "largest_force_ha_per_bohr": 0.0789,
  "lumo_ev": [-5.90, -5.92],
  "relative_energy_kj_mol": 379.1,
  "spin_multiplicity": 2,
  "total_charge": 1
}

---

No. 3
{
  "formula": "C4H11N3O2",
  "method": "wB97M-V/def2-TZVPD",
  "elements": ["O", "H", "H", "H", "C", "H", "C", "N", "H", "C", "N", "H", "O", "H", "C", "H", "N", "H", "H", "H"],
  "xyz": [[-1.51215, 0.44477, -1.04262], [3.30362, 1.23457, 0.07010], [-2.96933, -1.02431, -2.66878], [0.55493, 1.23391, -0.27341], [0.53494, 0.56678, 1.69887], [0.20584, -1.01017, -0.66066], [-1.92942, -1.21601, -2.90819], [0.25969, 1.30363, 2.87715], [-1.72681, -2.20163, -3.06143], [2.44064, 0.49205, 0.37695], [1.20203, 1.25544, 0.68264], [0.48525, 2.27409, 2.74680], [-0.13730, -1.41797, -1.51648], [-1.69351, -0.68030, -3.78775], [-1.27101, -0.60927, -1.60338], [2.71237, -0.11493, 1.24941], [0.26756, -0.70350, 1.62469], [-0.67546, 1.21398, 3.13463], [-0.18584, -1.30035, 2.36446], [2.42872, -0.22947, -0.31744]],
  "forces_ev_per_angstrom": [[0.52, -2.16, -0.27], [-1.64, -1.41, 0.81], [-0.60, -0.39, -0.67], [1.77, 0.20, 3.40], [-2.03, -2.65, 2.40], [0.63, -1.29, -0.44], [-2.00, 3.39, 3.07], [1.62, 0.23, -1.74], [0.59, -2.69, 0.01], [2.38, 3.68, 2.21], [-0.84, -0.62, -3.67], [0.09, 0.31, -0.03], [-0.91, 2.92, 3.35], [0.50, 0.97, -0.69], [1.30, -0.82, -4.07], [0.28, 0.75, 0.15], [0.05, 0.53, -0.89], [-1.66, -0.40, 0.83], [0.76, 1.82, -0.56], [-0.82, -2.40, -3.18]],
  "largest_force_ha_per_bohr": 0.0970,
  "smiles": "[H]/N=C(\\N)NC.CC(=O)O",
  "lumo_ev": 0.80,
  "relative_energy_kj_mol": 244.3,
  "spin_multiplicity": 1
}